#A
The following is a quantum chemistry calculation of C4H10N2O3 as an isolated structure, from the Open Molecules 2025 dataset.

```
! wB97M-V def2-TZVPD RIJCOSX def2/J DEFGRID3
* xyz 0 1
C 0.464 1.836 -0.383
C -0.145 0.930 0.669
O 0.637 0.978 1.814
O -1.433 0.983 0.870
H 0.032 0.709 2.524
H 0.230 2.857 -0.075
H 0.003 1.658 -1.353
H 1.546 1.727 -0.453
C 0.136 -0.910 -0.039
N 1.039 -1.052 -1.146
N 0.441 -1.715 1.096
C -1.249 -0.833 -0.337
O -1.644 -0.508 -1.558
H -2.582 -0.264 -1.549
H 0.691 -0.595 -1.982
H 1.938 -0.644 -0.914
H 0.669 -2.665 0.821
H 1.211 -1.310 1.618
H -1.985 -1.182 0.374
*
```

The calculation puts the HOMO-LUMO gap at 7.66 eV.



#B
The following is a quantum chemistry calculation of a 2-piece molecular cluster, C4H10N2O3 overall, from the Open Molecules 2025 dataset.

```
! wB97M-V def2-TZVPD RIJCOSX def2/J DEFGRID3
* xyz 0 1
O 0.000 0.000 0.000
C -0.757 0.365 -0.881
N -2.047 -0.071 -1.012
C -2.787 -0.899 -0.041
C -3.618 0.007 0.929
N -3.955 -0.678 2.139
C -3.407 -0.644 3.353
O -2.500 0.151 3.638
H -0.477 1.114 -1.661
H -2.602 0.393 -1.736
H -2.117 -1.647 0.425
H -3.469 -1.439 -0.726
H -2.989 0.872 1.217
H -4.572 0.403 0.531
H -4.859 -1.152 2.209
H -4.035 -1.158 4.121
O 0.481 2.360 -2.335
H 0.119 2.017 -1.487
H -0.128 2.010 -3.024
*
```

The calculation puts the HOMO-LUMO gap at 10.12 eV.



The winner here is #B, beating the second structure by 0.0371 hartree.



#A
The following is a quantum chemistry calculation of C3H9N3S as an isolated structure, from the Open Molecules 2025 dataset.

```
! wB97M-V def2-TZVPD RIJCOSX def2/J DEFGRID3
* xyz 0 1
C 1.059 -1.539 -1.069
C 0.527 0.669 -0.077
C 1.416 1.342 -1.096
H 1.071 -1.175 -2.124
H 2.011 -1.564 -0.413
H 0.549 -2.619 -1.010
H -1.675 -0.560 0.932
H 1.361 2.437 -0.943
H 1.325 0.888 -2.373
H 2.593 1.098 -0.872
H -0.355 1.892 2.724
H 0.332 0.155 2.271
N 0.150 -0.648 -0.197
N 0.204 1.440 0.851
N -0.498 1.013 1.995
S -1.514 -1.002 -0.205
*
```

The calculation puts the HOMO-LUMO gap at 8.98 eV.



#B
The following is a quantum chemistry calculation of C3H9N3S as an isolated structure, from the Open Molecules 2025 dataset.

```
! wB97M-V def2-TZVPD RIJCOSX def2/J DEFGRID3
* xyz 0 1
C 2.556 0.657 0.523
C 0.184 0.068 -0.108
C -2.137 -0.756 -0.788
H 3.450 1.025 -0.451
H 2.240 -0.354 0.968
H 2.900 1.163 1.833
H 0.976 1.959 -0.496
H -3.046 -0.664 -1.444
H -1.501 -1.645 -0.830
H -2.091 -0.520 0.389
H -0.579 -1.909 1.995
H 0.453 -0.520 2.566
N 1.050 1.117 0.214
N 0.061 -0.978 0.495
N 0.518 -1.432 1.878
S -1.114 0.669 -1.275
*
```

The calculation puts the HOMO-LUMO gap at 9.25 eV.



#C
The following is a quantum chemistry calculation of one molecule with the formula C3H9N3S, from the Open Molecules 2025 dataset.

```
! wB97M-V def2-TZVPD RIJCOSX def2/J DEFGRID3
* xyz 0 1
H -0.527 1.294 -1.573
N 0.409 0.848 -1.479
C 0.613 0.335 -0.300
N 1.748 -0.443 -0.143
N 2.455 -0.857 -1.294
S -0.336 0.689 1.221
C -1.574 -0.624 1.020
C -2.585 -0.350 -0.099
H 1.725 -1.126 0.584
H 1.813 -1.018 -2.031
H 3.046 -0.101 -1.556
H -1.037 -1.554 0.830
H -2.088 -0.697 1.989
H -2.129 -0.288 -1.107
H -3.354 -1.124 -0.107
H -3.097 0.585 0.110
*
```

The calculation puts the HOMO-LUMO gap at 9.72 eV.



The winner here is #C, beating the second structure by 0.1361 hartree.



#A
The following is a quantum chemistry calculation of one molecule with the formula H2O, from the Open Molecules 2025 dataset.

```
! wB97M-V def2-TZVPD RIJCOSX def2/J DEFGRID3
* xyz 0 1
O 0.379 0.000 0.000
H -0.189 0.773 0.000
H -0.190 -0.772 0.000
*
```

The calculation puts the HOMO-LUMO gap at 12.73 eV.



#B
The following is a quantum chemistry calculation of a 2-piece molecular cluster, H2O overall, from the Open Molecules 2025 dataset.

```
! wB97M-V def2-TZVPD RIJCOSX def2/J DEFGRID3
* xyz 0 1
O -0.205 -0.319 1.094
H 0.416 0.393 0.893
H -0.438 -0.408 -1.002
*
```

The calculation puts the HOMO-LUMO gap (spin up / spin down) at 11.61 / 9.72 eV.



The winner here is #A, beating the second structure by 0.1834 hartree.



#A
The following is a quantum chemistry calculation of a 3-piece molecular cluster, C2H10O2 overall, from the Open Molecules 2025 dataset.

```
! wB97M-V def2-TZVPD RIJCOSX def2/J DEFGRID3
* xyz 0 1
C 0.931 0.309 2.114
C 0.823 -1.201 1.797
H 1.202 0.833 1.202
H 1.570 0.445 2.979
H -0.071 0.649 2.387
H 1.801 -1.575 1.487
H 0.548 -1.750 2.700
H 0.117 -1.480 1.017
O -1.948 1.305 -0.924
H -2.526 1.417 -0.193
H -2.172 2.103 -1.430
O 0.544 -0.518 -2.574
H 0.485 -1.370 -3.021
H -0.410 -0.379 -2.448
*
```

The calculation puts the HOMO-LUMO gap at 11.94 eV.



#B
The following is a quantum chemistry calculation of a 3-piece molecular cluster, C2H10O2 overall, from the Open Molecules 2025 dataset.

```
! wB97M-V def2-TZVPD RIJCOSX def2/J DEFGRID3
* xyz 0 1
C 0.170 0.803 -1.130
C -0.627 -0.302 -1.904
H -0.371 0.975 -0.208
H 0.191 1.671 -1.780
H 1.150 0.383 -0.907
H -1.663 0.028 -1.971
H -0.314 -0.243 -2.947
H -0.482 -1.251 -1.401
O 0.270 -1.439 1.919
H 0.870 -2.186 2.049
H 0.858 -0.881 1.380
O -0.070 1.131 2.061
H -0.504 0.267 2.024
H 0.523 1.043 2.815
*
```

The calculation puts the HOMO-LUMO gap at 11.75 eV.



The winner here is #A, beating the second structure by 0.0056 hartree.



#A
The following is a quantum chemistry calculation of a 2-piece molecular cluster, CH4O2P2 overall, from the Open Molecules 2025 dataset.

```
! wB97M-V def2-TZVPD RIJCOSX def2/J DEFGRID3
* xyz 0 1
O 3.614 0.064 -0.306
P 2.164 0.115 -0.298
O 1.457 -1.000 0.625
H 1.959 -1.234 1.523
C -2.148 0.808 -0.501
P -2.018 -0.850 -0.270
H -3.115 1.483 -0.486
H -1.304 1.395 -0.262
H -0.608 -0.781 -0.026
*
```

The calculation puts the HOMO-LUMO gap at 9.61 eV.



#B
The following is a quantum chemistry calculation of a 2-piece molecular cluster, CH4O2P2 overall, from the Open Molecules 2025 dataset.

```
! wB97M-V def2-TZVPD RIJCOSX def2/J DEFGRID3
* xyz 0 1
C -0.152 0.338 -0.538
O 2.180 -0.676 3.586
O 1.602 0.202 1.332
P 1.462 0.385 2.976
P 1.601 0.602 -0.241
H -0.236 -0.758 -0.642
H -0.769 0.575 0.352
H -0.743 0.750 -1.453
H 1.283 2.908 -0.042
*
```

The calculation puts the HOMO-LUMO gap (spin up / spin down) at 8.02 / 8.02 eV.



The winner here is #A, beating the second structure by 0.0304 hartree.



#A
The following is a quantum chemistry calculation of a 2-piece molecular cluster, C3H10N3O2 overall, from the Open Molecules 2025 dataset.

```
! wB97M-V def2-TZVPD RIJCOSX def2/J DEFGRID3
* xyz 1 1
C 1.661 -0.102 -0.687
C -1.676 -0.908 0.340
C -0.505 1.142 0.134
N -1.420 1.717 -0.655
N 3.377 0.097 1.104
N -0.624 -0.039 0.652
O 1.698 -1.457 -0.557
O 2.587 0.473 -0.062
H -1.422 -1.634 -0.512
H -1.913 -1.451 1.314
H -2.632 -0.234 0.094
H 0.359 1.737 0.514
H -1.357 2.700 -0.900
H -2.119 1.073 -1.012
H 4.310 -0.428 0.769
H 3.763 0.966 1.455
H 1.250 -1.984 -1.107
H 0.199 -0.398 1.113
*
```

The calculation puts the HOMO-LUMO gap at 9.78 eV.



#B
The following is a quantum chemistry calculation of an isolated ion of composition C3H10N3O2 and charge +1, from the Open Molecules 2025 dataset.

```
! wB97M-V def2-TZVPD RIJCOSX def2/J DEFGRID3
* xyz 1 1
C 1.791 1.621 -0.325
O 1.329 0.341 -0.754
N 0.668 -0.396 0.277
C 1.316 -1.675 0.539
N -0.613 -0.639 -0.279
C -1.680 0.102 0.014
N -2.833 -0.071 -0.649
O -1.796 1.039 0.934
H 2.630 2.002 -1.074
H 2.360 1.310 0.704
H 0.968 2.459 -0.100
H 2.271 -1.366 0.624
H 0.758 -1.972 1.367
H 1.273 -2.501 -0.347
H -0.807 -1.162 -1.042
H -3.096 -1.008 -0.886
H -3.575 0.543 -0.304
H -0.963 1.371 1.303
*
```

The calculation puts the HOMO-LUMO gap at 11.20 eV.



The winner here is #B, beating the second structure by 0.0285 hartree.



#A
The following is a quantum chemistry calculation of one molecule with the formula C3H3Br2NO2, from the Open Molecules 2025 dataset.

```
! wB97M-V def2-TZVPD RIJCOSX def2/J DEFGRID3
* xyz 0 1
N -0.350 -2.663 -0.769
C -0.448 -1.751 -0.042
C -0.483 -0.534 0.632
Br -2.198 0.441 0.329
C 0.622 0.535 0.051
O 0.484 0.751 -1.337
O 0.441 1.755 0.617
Br 2.418 -0.118 0.579
H -0.313 -0.668 1.650
H -0.055 -0.010 -1.815
H -0.118 2.262 0.104
*
```

The calculation puts the HOMO-LUMO gap at 10.49 eV.



#B
The following is a quantum chemistry calculation of a 2-piece molecular cluster, C3H3Br2NO2 overall, from the Open Molecules 2025 dataset.

```
! wB97M-V def2-TZVPD RIJCOSX def2/J DEFGRID3
* xyz 0 1
C -1.409 -0.618 1.062
C -0.736 -0.324 -0.160
C 0.578 0.410 -0.116
N -1.974 -1.044 1.961
O 1.628 -0.360 0.278
O 0.883 1.038 -1.263
Br -0.791 -1.841 -1.411
Br 0.295 1.826 1.448
H -1.734 0.859 -1.124
H 1.409 -1.177 0.668
H 1.852 1.232 -1.343
*
```

The calculation puts the HOMO-LUMO gap at 8.95 eV.



The winner here is #A, beating the second structure by 0.0931 hartree.



#A
The following is a quantum chemistry calculation of one molecule with the formula C3H7NS, from the Open Molecules 2025 dataset.

```
! wB97M-V def2-TZVPD RIJCOSX def2/J DEFGRID3
* xyz 0 1
S -2.052 0.065 -0.086
C -0.377 -0.464 0.396
C 0.812 -0.054 -0.445
C 1.788 0.819 0.171
N 2.075 -0.600 0.071
H -1.794 1.315 0.029
H -0.360 -1.488 0.316
H -0.088 -0.313 1.404
H 0.613 -0.091 -1.520
H 2.305 1.479 -0.545
H 1.542 1.235 1.195
H 2.757 -0.788 -0.725
*
```

The calculation puts the HOMO-LUMO gap at 10.24 eV.



#B
The following is a quantum chemistry calculation of a 2-piece molecular cluster, C3H7NS overall, from the Open Molecules 2025 dataset.

```
! wB97M-V def2-TZVPD RIJCOSX def2/J DEFGRID3
* xyz 0 1
C 0.916 1.364 -0.151
N 1.480 0.076 0.284
S 2.793 -0.525 -0.303
H -0.096 1.344 0.120
H 1.590 2.172 0.167
H 1.196 1.549 -1.193
C -0.966 -1.100 0.762
C -1.610 -0.873 -0.371
H -0.093 -1.763 0.879
H -1.265 -0.603 1.572
H -2.550 -0.342 -0.458
H -1.394 -1.300 -1.308
*
```

The calculation puts the HOMO-LUMO gap (spin up / spin down) at 7.20 / 7.20 eV.



The winner here is #A, beating the second structure by 0.0727 hartree.